A structure of composition C30H33N7O2S6V at a distorted geometry. Source: OMol25; level of theory: ωB97M-V/def2-TZVPD.

The spin multiplicity is 4. The calculation puts the energy at -5030.08151 a.u. For the LUMO energy (alpha / beta), the calculation gives 3.88 / 3.88 eV. The largest force on an atom is 0.02104 Eh/bohr. The expectation value of S² is 3.762. As for the charge: -2. The calculation puts the HOMO energy (alpha / beta) at -0.98 / -1.07 eV. As for the energy relative to the best compared isomer or geometry (same formula, charge and spin): 0.0 kJ/mol.

CARTESIAN COORDINATES (ANGSTROEM)
V (-0.67, -0.43, -0.51)
S (2.03, 3.40, -0.18)
S (-0.03, 1.59, 0.85)
S (-3.95, -2.05, 1.55)
S (-0.75, 1.08, -2.63)
S (-3.52, 1.84, -0.43)
S (-4.10, -0.41, -2.80)
O (-1.52, -2.07, -1.52)
O (-0.07, -1.94, 0.88)
N (-1.78, -1.16, 2.78)
N (1.37, -0.38, -0.76)
N (-3.79, -0.07, 3.32)
N (1.99, 0.86, -0.84)
N (-1.07, -1.91, -3.73)
N (-1.33, 2.79, -5.74)
N (-4.72, 1.23, -5.99)
C (-3.86, 1.77, 4.85)
C (1.37, 1.75, -0.13)
C (3.65, 3.20, -0.97)
C (1.50, -2.74, -0.76)
C (-1.67, 2.10, -4.87)
C (1.97, -3.86, -1.46)
C (-2.06, 1.23, -3.81)
C (-3.30, 0.65, -3.89)
C (-3.15, -1.03, 2.59)
C (-4.07, 0.98, -5.07)
C (0.39, -0.74, 3.78)
C (-2.40, -3.78, -2.88)
C (6.90, 2.73, 1.81)
C (-1.62, -2.52, -2.67)
C (5.70, 4.05, 0.19)
C (-3.11, 0.67, 4.14)
C (0.47, -2.93, 0.22)
C (1.52, -5.14, -1.21)
C (-5.12, 1.34, 0.21)
C (5.99, 1.70, 1.63)
C (4.79, 3.02, 0.00)
C (6.76, 3.91, 1.09)
C (-1.72, 0.52, 4.39)
C (-3.17, 3.18, 0.71)
C (-1.07, -0.43, 3.66)
C (2.09, -1.41, -1.02)
C (0.05, -4.25, 0.48)
C (3.50, -1.28, -1.52)
C (0.55, -5.32, -0.22)
C (4.94, 1.84, 0.73)
H (-1.26, -1.78, 2.14)
H (3.51, -0.65, -2.41)
H (-1.19, 1.15, 5.08)
H (0.18, -6.32, -0.01)
H (-3.65, 1.76, 5.92)
H (-1.41, -2.17, -4.64)
H (2.72, -3.71, -2.23)
H (-2.20, 3.60, 0.45)
H (-3.45, -3.49, -2.77)
H (-3.54, 2.74, 4.46)
H (7.72, 2.62, 2.51)
H (-2.24, -4.23, -3.86)
H (-2.14, -4.49, -2.09)
H (6.09, 0.78, 2.19)
H (-3.92, 3.97, 0.65)
H (3.57, 2.35, -1.66)
H (3.81, 4.10, -1.56)
H (-5.83, 2.17, 0.18)
H (-3.10, 2.84, 1.75)
H (1.90, -5.98, -1.78)
H (5.59, 4.97, -0.36)
H (-5.48, 0.55, -0.44)
H (-0.82, -0.92, -3.58)
H (3.95, -2.24, -1.74)
H (-5.04, 0.95, 1.23)
H (-0.74, -4.37, 1.21)
H (7.46, 4.72, 1.22)
H (0.86, -0.65, 2.80)
H (-4.92, 1.65, 4.68)
H (0.86, -0.05, 4.48)
H (4.12, -0.77, -0.78)
H (0.52, -1.77, 4.12)
H (4.21, 1.06, 0.61)